## 1
{"formula": "C3H11NO", "method": "wB97M-V/def2-TZVPD", "elements": ["C", "N", "C", "C", "H", "H", "H", "H", "H", "H", "H", "H", "H", "H", "H", "O"], "xyz": [[0.06, 1.12, -0.87], [-0.02, -0.07, -0.04], [-1.26, 0.03, 0.73], [-0.08, -1.22, -0.95], [0.17, 1.99, -0.21], [-0.80, 1.29, -1.53], [0.99, 1.12, -1.44], [-1.53, -0.91, 1.19], [-1.13, 0.74, 1.56], [-2.10, 0.37, 0.11], [-0.30, -2.12, -0.36], [0.88, -1.38, -1.43], [-0.89, -1.14, -1.68], [2.81, 0.03, 1.70], [1.32, 0.20, 1.23], [1.89, -0.06, 1.99]], "lowdin_charge": [-0.14, -0.35, -0.10, -0.10, 0.09, 0.09, 0.09, 0.08, 0.09, 0.08, 0.09, 0.09, 0.08, 0.03, -0.01, -0.09], "smiles": "CN(C)C.O", "homo_energy_ev": -9.400, "lumo_ev": 0.9374}



## 2
{"formula": "C3H11NO", "method": "wB97M-V/def2-TZVPD", "elements": ["C", "O", "H", "H", "H", "C", "N", "C", "H", "H", "H", "H", "H", "H", "H", "H"], "xyz": [[-1.92, -1.68, 0.67], [-1.41, -0.44, 1.13], [-2.94, -1.54, 0.30], [-1.90, -2.38, 1.50], [-1.30, -2.10, -0.12], [1.14, 1.39, 0.49], [0.57, 0.71, -0.68], [1.62, 0.13, -1.50], [0.38, 1.93, 1.03], [1.97, 2.05, 0.20], [1.57, 0.63, 1.15], [-0.78, -0.10, 0.47], [0.04, 1.38, -1.22], [2.13, -0.62, -0.91], [1.18, -0.27, -2.41], [2.38, 0.86, -1.76]], "lowdin_charge": [-0.18, -0.15, 0.07, 0.07, 0.07, -0.14, -0.21, -0.13, 0.08, 0.07, 0.09, 0.01, 0.11, 0.08, 0.08, 0.07], "smiles": "CNC.CO", "homo_energy_ev": -9.427, "lumo_ev": 0.9870}



Which of them is most stable? Easy: 1.



## 1
{"formula": "C3H11NO", "method": "wB97M-V/def2-TZVPD", "elements": ["C", "C", "N", "C", "H", "H", "H", "H", "H", "H", "H", "H", "H", "H", "H", "O"], "xyz": [[-1.01, -1.05, -0.85], [0.47, -0.61, -0.88], [0.78, 0.14, 0.38], [1.20, 1.52, 0.17], [-1.50, -1.48, 0.02], [-1.11, -1.78, -1.65], [-1.59, -0.19, -1.17], [0.71, 0.03, -1.75], [1.10, -1.50, -1.05], [1.63, -0.37, 0.65], [1.80, 1.66, -0.74], [0.29, 2.14, 0.20], [1.83, 1.94, 0.95], [-1.90, 0.49, 1.69], [-0.88, -0.56, 1.99], [-1.82, -0.39, 2.04]], "lowdin_charge": [-0.10, -0.26, -0.14, -0.15, 0.05, 0.06, 0.06, 0.10, 0.10, 0.09, 0.07, 0.08, 0.07, 0.02, 0.01, -0.06], "smiles": "CCNC.O", "homo_energy_ev": -9.538, "lumo_ev": 0.9534}



## 2
{"formula": "C3H11NO", "method": "wB97M-V/def2-TZVPD", "elements": ["C", "C", "N", "C", "H", "H", "H", "H", "H", "H", "H", "H", "H", "H", "H", "O"], "xyz": [[1.50, 0.08, -1.30], [0.36, 0.64, -0.39], [-0.93, 0.46, -1.11], [-1.30, -0.98, -1.41], [2.08, -0.76, -0.73], [2.31, 0.85, -1.31], [1.18, -0.22, -2.39], [0.30, 1.61, -0.10], [0.33, -0.04, 0.57], [-1.63, 0.72, -0.36], [-0.35, -1.58, -1.37], [-1.77, -1.45, -0.58], [-1.77, -1.16, -2.29], [-0.26, 1.30, 4.40], [-0.30, -0.06, 4.39], [0.25, 0.58, 3.97]], "lowdin_charge": [-0.13, -0.30, -0.15, -0.12, 0.09, 0.05, 0.10, 0.06, 0.13, 0.11, 0.08, 0.06, 0.03, 0.05, 0.00, -0.06], "smiles": "CCNC.O", "homo_energy_ev": -8.760, "lumo_ev": 0.7378}



Which of them is most stable? Easy: 1.



## 1
{"formula": "C2H4ClN2S2", "method": "wB97M-V/def2-TZVPD", "elements": ["C", "C", "N", "N", "S", "S", "Cl", "H", "H", "H", "H"], "xyz": [[-0.13, -0.64, -0.16], [-1.47, -0.61, -0.85], [0.27, -1.70, 0.22], [0.46, 0.65, -0.11], [2.13, 0.80, -0.05], [2.73, 0.60, 1.91], [1.39, 1.58, 2.94], [-1.86, -1.63, -1.17], [-1.28, -0.08, -1.77], [-2.15, -0.16, -0.08], [-0.11, 1.19, -0.89]], "lowdin_charge": [-0.57, 0.05, 0.43, -0.35, 0.57, 0.15, 0.18, 0.14, 0.09, 0.15, 0.16], "homo_energy_ev": [-13.377, -13.377], "lumo_ev": [-8.3526, -8.3530], "total_charge": 1}



## 2
{"formula": "C2H4ClN2S2", "method": "wB97M-V/def2-TZVPD", "elements": ["C", "C", "N", "N", "S", "S", "Cl", "H", "H", "H", "H"], "xyz": [[-0.38, 0.26, -0.09], [1.08, 0.06, -0.11], [-1.17, -0.71, 0.11], [-0.77, 1.54, -0.01], [-2.01, 2.45, 0.24], [-1.40, -2.21, 0.19], [0.21, -3.51, 0.18], [1.40, -0.23, -1.18], [1.25, -0.74, 0.51], [1.61, 0.98, 0.20], [0.20, 2.09, -0.03]], "lowdin_charge": [-0.50, 0.01, -0.34, -0.48, 0.90, 0.75, 0.20, 0.15, 0.04, 0.11, 0.16], "smiles": "C/C(=N\\SCl)[NH+]=S", "homo_energy_ev": [-13.799, -14.132], "lumo_ev": [-7.5026, -6.7083], "total_charge": 1}



Which of them is most stable? Easy: 2.



## 1
{"formula": "CH2Cl2N2", "method": "wB97M-V/def2-TZVPD", "elements": ["C", "N", "N", "Cl", "Cl", "H", "H"], "xyz": [[-0.36, 0.13, -0.19], [-0.88, 1.14, -0.51], [-0.41, -1.08, 0.29], [2.31, 0.38, 0.51], [-0.26, 2.70, -0.80], [-0.59, -1.86, -0.33], [0.19, -1.40, 1.03]], "lowdin_charge": [-0.37, -0.31, 0.14, -0.38, 0.68, 0.14, 0.10], "homo_energy_ev": -8.862, "lumo_ev": -1.6782}



## 2
{"formula": "CH2Cl2N2", "method": "wB97M-V/def2-TZVPD", "elements": ["C", "N", "N", "Cl", "Cl", "H", "H"], "xyz": [[0.06, 0.45, 0.04], [-0.86, -0.46, -0.67], [0.85, -0.59, 0.72], [-2.23, -0.82, 0.16], [2.24, -0.87, -0.06], [0.49, 1.09, -0.79], [-0.55, 1.20, 0.60]], "lowdin_charge": [-0.51, -0.48, -0.46, 0.62, 0.64, 0.11, 0.09], "homo_energy_ev": [-9.786, -9.750], "lumo_ev": [-1.1364, -0.9997]}



## 3
{"formula": "CH2Cl2N2", "method": "wB97M-V/def2-TZVPD", "elements": ["C", "N", "N", "Cl", "Cl", "H", "H"], "xyz": [[-0.32, 0.13, 0.71], [-0.34, 1.21, 0.19], [1.03, -1.09, -0.90], [-0.55, -0.97, 1.93], [-1.07, 2.70, 0.49], [0.84, -0.22, -1.36], [0.40, -1.77, -1.05]], "lowdin_charge": [-0.74, -0.47, 0.05, 0.72, 0.61, -0.07, -0.10], "homo_energy_ev": -8.601, "lumo_ev": -1.2581}



## 4
{"formula": "CH2Cl2N2", "method": "wB97M-V/def2-TZVPD", "elements": ["C", "N", "N", "Cl", "Cl", "H", "H"], "xyz": [[-0.35, 0.72, 0.14], [0.81, 0.29, 0.24], [0.39, 1.33, 1.18], [-0.16, -2.53, -1.49], [0.88, 3.03, 0.90], [-1.33, 0.69, -0.31], [-0.25, -3.53, -0.65]], "lowdin_charge": [-0.23, 0.10, -0.47, 0.24, 0.45, 0.12, -0.21], "smiles": "ClN1C=N1.Cl", "homo_energy_ev": -9.871, "lumo_ev": 0.5068}



Which of them is most stable? Easy: 1.



## 1
{"formula": "H17NaO9", "method": "wB97M-V/def2-TZVPD", "elements": ["Na", "O", "H", "O", "H", "H", "O", "H", "H", "O", "H", "H", "O", "H", "H", "O", "H", "H", "O", "H", "H", "O", "H", "H", "O", "H", "H"], "xyz": [[-3.12, 0.89, 2.86], [-0.67, -0.17, 0.16], [0.30, -0.03, 0.09], [-3.72, 3.42, -0.58], [-3.43, 4.24, -0.18], [-2.94, 3.08, -1.01], [3.97, -2.47, 0.91], [4.84, -2.57, 0.53], [3.39, -2.97, 0.32], [5.22, 2.19, -1.17], [4.33, 2.30, -0.84], [5.73, 1.93, -0.40], [-0.70, -2.80, 2.94], [-1.63, -3.04, 2.94], [-0.59, -2.25, 2.17], [0.22, 3.63, 0.94], [-0.13, 2.76, 0.76], [-0.43, 4.04, 1.52], [-0.32, 1.80, -3.29], [0.40, 2.42, -3.38], [-0.27, 1.50, -2.38], [-3.89, -2.42, -0.15], [-3.06, -1.98, 0.00], [-4.24, -2.59, 0.73], [0.62, -3.74, -1.26], [0.20, -2.89, -1.35], [-0.05, -4.30, -0.86]], "lowdin_charge": [0.88, -0.57, -0.15, -0.05, 0.02, 0.03, -0.06, 0.03, 0.02, -0.05, 0.03, 0.03, -0.06, 0.01, 0.00, -0.05, 0.00, 0.02, -0.06, 0.03, 0.01, -0.05, 0.01, 0.01, -0.06, 0.02, 0.02], "homo_energy_ev": -7.511, "lumo_ev": -2.6686}



## 2
{"formula": "H17NaO9", "method": "wB97M-V/def2-TZVPD", "elements": ["Na", "O", "H", "O", "H", "H", "O", "H", "H", "O", "H", "H", "O", "H", "H", "O", "H", "H", "O", "H", "H", "O", "H", "H", "O", "H", "H"], "xyz": [[-2.07, -2.20, -0.45], [0.18, -0.28, 0.12], [-0.53, 0.20, -0.33], [0.69, -2.71, -0.81], [0.55, -1.87, -0.33], [1.62, -2.92, -0.67], [2.36, 1.14, -0.42], [2.74, 0.69, -1.17], [1.59, 0.57, -0.14], [1.54, 3.06, 1.45], [0.56, 3.05, 1.44], [1.86, 2.39, 0.80], [-2.90, -0.76, -2.28], [-3.42, -1.27, -2.92], [-2.12, -0.46, -2.78], [0.37, 0.55, -2.99], [1.15, 0.65, -3.54], [0.67, 0.03, -2.23], [1.19, -0.94, 2.67], [0.71, -0.56, 3.41], [0.76, -0.59, 1.88], [-1.03, 2.58, 1.59], [-0.79, 1.65, 1.42], [-1.63, 2.81, 0.87], [-1.74, -1.55, 1.72], [-1.35, -2.26, 2.23], [-0.98, -0.98, 1.47]], "lowdin_charge": [0.67, -0.38, -0.02, -0.09, -0.04, 0.04, -0.09, 0.03, -0.01, -0.11, -0.04, -0.01, -0.04, 0.06, 0.05, -0.05, 0.04, 0.00, -0.06, 0.04, -0.03, -0.04, 0.03, 0.07, -0.09, 0.07, -0.02], "homo_energy_ev": -9.125, "lumo_ev": -1.0612}



Which of them is most stable? Easy: 2.



## 1
{"formula": "C3H4ClNO2S", "method": "wB97M-V/def2-TZVPD", "elements": ["C", "C", "C", "N", "O", "O", "S", "Cl", "H", "H", "H", "H"], "xyz": [[2.61, -0.58, 1.17], [-0.48, 0.98, 0.41], [-2.35, 0.44, -1.26], [-1.24, 1.00, -0.51], [0.44, 1.12, 1.12], [0.43, -1.89, 0.58], [1.86, -1.78, 0.28], [4.26, -0.27, 0.61], [2.26, -0.07, 2.05], [-2.87, -0.34, -0.67], [-3.11, 1.25, -1.54], [-1.81, 0.12, -2.25]], "lowdin_charge": [-0.82, -0.35, -0.09, 0.06, 0.09, -0.58, 0.86, 0.52, 0.03, 0.08, 0.09, 0.11], "homo_energy_ev": [-9.219, -9.219], "lumo_ev": [-0.4743, -0.4738]}



## 2
{"formula": "C3H4ClNO2S", "method": "wB97M-V/def2-TZVPD", "elements": ["C", "C", "C", "N", "O", "O", "S", "Cl", "H", "H", "H", "H"], "xyz": [[-0.79, 0.43, 0.74], [-0.97, -0.92, -0.04], [0.01, 0.90, -0.45], [-0.56, -0.20, -1.23], [-1.49, 0.91, 1.59], [2.13, -0.88, -0.28], [1.97, 0.55, -0.07], [1.95, 0.74, 1.98], [-0.28, -1.76, 0.28], [-2.07, -1.11, 0.14], [-0.07, 1.87, -0.84], [0.17, -0.51, -1.84]], "lowdin_charge": [-0.44, -0.12, -0.32, -0.02, 0.11, -0.56, 0.61, 0.28, 0.13, 0.14, 0.09, 0.09], "homo_energy_ev": -9.394, "lumo_ev": -0.2403}



Which of them is most stable? Easy: 1.